{"formula": "C53H41AsF6N5O6Sc", "method": "the ωB97M-V functional and the def2-TZVPD basis", "species": ["Sc", "O", "C", "O", "C", "C", "C", "N", "C", "C", "C", "C", "C", "C", "C", "N", "C", "C", "C", "C", "C", "N", "H", "H", "H", "H", "H", "H", "H", "H", "H", "H", "O", "C", "C", "C", "C", "C", "C", "C", "C", "C", "O", "C", "C", "C", "C", "C", "C", "C", "C", "C", "C", "C", "C", "N", "C", "C", "C", "C", "C", "C", "C", "C", "C", "C", "C", "C", "H", "H", "H", "H", "H", "H", "H", "H", "H", "H", "H", "H", "H", "H", "H", "H", "H", "H", "H", "H", "H", "H", "H", "H", "H", "H", "H", "F", "As", "F", "F", "F", "F", "F", "O", "C", "C", "C", "C", "O", "N", "H", "H", "H", "H"], "positions_angstrom": [[0.5570, -0.4882, 0.6785], [-8.0875, 0.1970, 1.6906], [-7.5252, 0.0610, 0.5873], [-7.9745, -0.2746, -0.5229], [-6.0059, 0.3752, 0.6027], [-5.3737, 0.8119, 1.7589], [-4.0194, 1.0992, 1.7278], [-3.2522, 0.9977, 0.6315], [-3.8769, 0.6220, -0.4814], [-5.2288, 0.2824, -0.5338], [-3.1688, 0.6305, -1.7895], [-3.1086, 1.6581, -2.6349], [-3.7330, 0.7342, -5.0281], [-3.1553, -0.7197, -4.9897], [-1.4396, -0.9427, -2.8011], [-2.8269, -0.6303, -2.3844], [-3.3719, 1.5963, 2.9652], [-3.9817, 2.5701, 3.7580], [-3.3415, 3.0205, 4.8986], [-2.0992, 2.4997, 5.2365], [-1.6155, 1.5579, 4.3631], [-2.1810, 1.0946, 3.2958], [-5.9692, 0.9055, 2.6586], [-5.6870, -0.0266, -1.4632], [-3.4238, 2.6634, -2.3919], [-3.6414, 1.2420, -5.9923], [-2.4606, -0.8901, -5.8167], [-1.3399, -2.0210, -2.8975], [-4.9397, 2.9720, 3.4608], [-3.7982, 3.7822, 5.5161], [-1.5319, 2.8129, 6.1003], [0.3889, 1.6510, 4.2811], [0.2419, -1.0855, -1.1521], [-0.1007, -0.3998, -2.3084], [-0.0138, 1.1248, -2.0068], [1.4096, 1.4582, -1.6592], [2.2474, 2.1120, -2.5501], [3.5824, 2.2621, -2.2255], [4.0461, 1.7685, -1.0176], [3.1550, 1.1541, -0.1511], [3.5959, 0.6560, 1.1955], [3.5271, -0.8765, 1.3620], [2.2562, -1.3213, 1.0312], [4.5710, -1.5590, 0.4686], [4.1833, -2.5562, -0.4153], [5.1201, -3.1836, -1.2282], [6.4566, -2.8222, -1.1643], [6.8545, -1.8354, -0.2706], [5.9189, -1.2142, 0.5413], [3.8032, -1.2725, 2.8213], [3.4788, -2.5742, 3.2019], [3.6733, -3.0034, 4.5021], [4.1990, -2.1354, 5.4543], [4.5253, -0.8425, 5.0861], [4.3290, -0.4132, 3.7759], [1.8629, 1.0117, -0.4802], [0.9210, -0.6995, -3.4187], [0.7245, -0.2773, -4.7304], [1.7057, -0.4764, -5.6924], [2.9011, -1.0965, -5.3542], [3.1022, -1.5214, -4.0486], [2.1165, -1.3270, -3.0914], [-2.3788, -0.3088, -3.7391], [-2.6457, 1.1848, -3.9814], [-5.1379, 0.8247, -4.5152], [-5.8809, -0.2486, -4.2540], [-5.3886, -1.6114, -4.4961], [-4.1315, -1.8430, -4.8638], [-0.6839, 1.3723, -1.1772], [-0.3298, 1.7233, -2.8595], [1.8535, 2.4606, -3.4948], [4.2606, 2.7526, -2.9122], [5.0857, 1.8610, -0.7346], [2.9486, 1.0932, 1.9550], [4.6039, 1.0228, 1.3856], [3.1383, -2.8320, -0.4573], [4.7980, -3.9581, -1.9140], [7.1864, -3.3086, -1.7993], [7.8979, -1.5529, -0.2027], [6.2470, -0.4632, 1.2515], [3.0537, -3.2411, 2.4622], [3.4125, -4.0179, 4.7786], [4.3492, -2.4680, 6.4738], [4.9304, -0.1540, 5.8175], [4.5818, 0.6080, 3.5219], [-0.1970, 0.2175, -5.0107], [1.5342, -0.1432, -6.7089], [3.6683, -1.2464, -6.1037], [4.0329, -1.9978, -3.7635], [2.2669, -1.6417, -2.0685], [-1.8516, 1.7826, -4.4365], [-5.5396, 1.8157, -4.3325], [-6.8778, -0.1321, -3.8459], [-6.0800, -2.4336, -4.3603], [-3.7807, -2.8555, -5.0270], [0.5465, 1.7512, 1.8139], [0.7161, 3.5032, 2.0789], [2.4179, 3.3477, 1.8644], [0.4840, 3.8171, 0.4137], [0.9035, 5.1519, 2.5121], [-0.9707, 3.5856, 2.3922], [0.9649, 3.0274, 3.8066], [-0.9438, -1.9519, 1.4360], [-0.8191, -1.6386, 2.6371], [-1.5743, -2.2084, 3.8101], [-1.0790, -1.3396, 4.9818], [-0.0784, -0.4304, 4.3039], [-0.2978, 1.0088, 4.6549], [0.0507, -0.6750, 2.9884], [-1.3074, -3.2598, 3.9208], [-2.6471, -2.1528, 3.6288], [-0.6080, -1.9291, 5.7683], [-1.8854, -0.7669, 5.4418]], "lowdin_charge": [1.117, -0.055, -0.695, -0.048, -0.085, 0.036, -0.221, 0.187, -0.197, 0.064, -0.179, 0.014, -0.168, -0.158, -0.066, 0.156, -0.176, 0.013, -0.030, 0.016, -0.298, 0.237, 0.118, 0.110, 0.124, 0.134, 0.140, 0.163, 0.124, 0.113, 0.126, 0.126, -0.225, -0.434, -0.026, -0.239, 0.001, -0.030, 0.004, -0.224, -0.069, -0.449, -0.223, -0.128, -0.022, -0.085, -0.100, -0.086, -0.029, -0.132, -0.015, -0.081, -0.104, -0.088, -0.030, 0.100, -0.135, -0.024, -0.084, -0.099, -0.065, -0.004, -0.286, -0.152, -0.061, -0.079, -0.078, -0.050, 0.119, 0.115, 0.121, 0.110, 0.116, 0.103, 0.114, 0.113, 0.103, 0.095, 0.097, 0.114, 0.123, 0.099, 0.095, 0.098, 0.108, 0.103, 0.097, 0.095, 0.092, 0.093, 0.129, 0.113, 0.107, 0.099, 0.102, -0.273, 0.776, -0.211, -0.201, -0.218, -0.197, -0.249, -0.013, -0.495, -0.051, -0.089, -0.174, 0.070, 0.062, 0.126, 0.130, 0.113, 0.114], "homo_energy_ev": [-5.39, -5.39], "energy_ha": -6365.4806, "total_charge": -1, "s2": 0.75, "spin_multiplicity": 2, "gap_ev": [7.435, 6.951], "lumo_energy_ev": [2.04, 1.56]}